Below is 2 unconnected molecules or ions with the total composition C6H17NO, with properties calculated with the ωB97M-V functional and the def2-TZVPD basis.

Atoms and positions in Å:
C1 0.99 0.35 -1.45
C2 2.48 0.56 -1.80
C3 0.76 -0.58 -0.26
N1 0.07 0.12 0.85
C4 -0.82 -0.78 1.66
C5 -2.27 -0.79 1.22
C6 -2.55 -1.43 -0.16
H1 0.50 1.31 -1.40
H2 0.59 -0.11 -2.36
H3 3.07 -0.31 -1.53
H4 2.63 0.83 -2.83
H5 2.94 1.35 -1.19
H6 1.70 -0.89 0.19
H7 0.25 -1.49 -0.55
H8 -0.52 0.88 0.57
H9 -0.76 -0.34 2.65
H10 -0.46 -1.80 1.62
H11 -2.87 -1.37 1.94
H12 -2.76 0.19 1.30
H13 -3.49 -1.02 -0.54
H14 -2.44 -2.50 -0.15
H15 -1.80 -1.08 -0.87
H16 1.69 2.41 1.55
H17 1.46 3.15 0.29
O1 1.59 3.32 1.23

## Properties
HOMO-LUMO gap (eV): 9.78
Molar mass (g mol⁻¹): 119.208
E_LUMO (hartree): 0.0351
Maximum force (eV Å⁻¹): 1.83
ΔE to the lowest compared entry with this formula, charge and spin (kcal/mol): 22.0
Total energy (eV): -10034.62642
Multiplicity: 1
Total charge: 0
HOMO (Eh): -0.3242
Structure (SMILES): CCCNCCC.O